Record 1
14
Properties=species:S:1:pos:R:3 method="wB97M-V/def2-TZVPD" spin_multiplicity=1 e_tot_ev=-8367.8080 lumo_ha=0.027 gap_ev=8.149 homo_energy_ev=-7.4 e_above_lowest_ev=5.474
C -0.397 0.968 -0.036
C 0.722 1.099 0.988
O 1.542 -0.010 0.671
C 0.680 -1.067 0.409
C -1.020 -1.298 -1.427
O -0.552 -0.469 -0.087
H -1.347 1.415 0.266
H -0.103 1.322 -1.029
H 1.316 2.008 0.886
H 0.332 1.019 2.013
H 0.394 -1.632 1.304
H 1.079 -1.710 -0.372
H -2.089 -1.024 -1.411
H -0.555 -0.620 -2.174



Record 2
14
Properties=species:S:1:pos:R:3 method="wB97M-V/def2-TZVPD" spin_multiplicity=1 e_tot_ev=-8371.5499 lumo_ha=0.032 gap_ev=10.872 homo_energy_ev=-10.0 e_above_lowest_ev=1.732
C -0.897 -1.355 1.157
C 0.129 -0.623 0.357
O 1.107 -1.178 -0.127
C -0.054 0.833 0.207
C 0.685 1.336 -1.035
O 0.268 0.432 -2.037
H -0.425 -2.131 1.756
H -1.536 -0.715 1.774
H -1.511 -1.818 0.378
H -1.085 1.217 0.268
H 0.494 0.759 1.230
H 1.771 1.296 -0.878
H 0.420 2.350 -1.363
H 0.634 -0.404 -1.686



Record 3
14
Properties=species:S:1:pos:R:3 method="wB97M-V/def2-TZVPD" spin_multiplicity=1 e_tot_ev=-8371.3151 lumo_ha=0.034 gap_ev=11.176 homo_energy_ev=-10.2 e_above_lowest_ev=1.967
C 1.126 -0.325 -1.106
C 0.056 -0.198 -0.058
C 0.256 0.988 0.865
O -0.828 1.152 1.736
C -1.267 -0.734 -0.357
O -0.465 -1.313 0.676
H 2.139 -0.183 -0.719
H 0.901 0.499 -1.792
H 1.078 -1.256 -1.674
H 0.395 1.919 0.305
H 1.197 0.794 1.411
H -1.060 0.247 1.998
H -1.365 -1.394 -1.219
H -2.165 -0.196 -0.066



Record 4
14
Properties=species:S:1:pos:R:3 method="wB97M-V/def2-TZVPD" spin_multiplicity=1 e_tot_ev=-8371.2188 lumo_ha=0.036 gap_ev=10.740 homo_energy_ev=-9.8 e_above_lowest_ev=2.063
C -1.091 -1.055 0.000
C -0.789 0.282 -0.678
C 0.593 1.069 0.066
O 0.338 1.327 1.408
C 1.519 -0.043 -0.151
O 1.544 -0.962 0.651
H -1.317 -1.908 -0.655
H -1.840 -1.002 0.794
H -0.137 -1.338 0.471
H -1.506 1.064 -0.460
H -0.699 0.156 -1.771
H 0.867 2.024 -0.410
H 0.540 0.505 1.884
H 1.978 -0.119 -1.148



Record 5
14
Properties=species:S:1:pos:R:3 method="wB97M-V/def2-TZVPD" spin_multiplicity=1 e_tot_ev=-8371.8431 lumo_ha=0.037 gap_ev=11.033 homo_energy_ev=-10.0 e_above_lowest_ev=1.439
C -1.822 -0.352 -0.203
C -0.398 0.037 -0.528
O 0.036 1.184 0.241
C 0.749 -0.809 0.043
C 1.192 0.500 0.721
O 2.372 1.098 0.294
H -2.506 0.454 -0.487
H -2.112 -1.258 -0.746
H -1.932 -0.532 0.872
H -0.297 0.243 -1.603
H 2.210 1.427 -0.601
H 1.462 -1.233 -0.668
H 0.426 -1.581 0.747
H 1.250 0.480 1.814



Record 6
14
Properties=species:S:1:pos:R:3 method="wB97M-V/def2-TZVPD" spin_multiplicity=1 e_tot_ev=-8369.4999 lumo_ha=0.007 gap_ev=9.278 homo_energy_ev=-9.1 e_above_lowest_ev=3.782
C 1.307 -0.400 -1.993
C -0.863 -0.648 0.238
O -0.230 -1.562 0.947
C -0.370 0.690 0.748
C -1.355 1.185 1.794
O -1.886 2.267 1.768
H 1.706 -1.147 -2.682
H 1.458 0.602 -2.401
H 1.819 -0.482 -1.030
H 0.238 -0.578 -1.850
H -0.550 -2.431 0.659
H -0.335 1.424 -0.061
H 0.611 0.612 1.243
H -1.551 0.470 2.620